Formula: C41H45NP2V
Source: OMol25
Level of theory: wB97M-V/def2-TZVPD

Last column: Mulliken charge in e.
Geometry (Å):
V: 0.79378 -0.94902 0.04086  0.063
C: -2.50584 0.00141 4.30058  -0.328
C: -3.07379 0.29747 3.11481  -0.306
C: -3.53727 1.62676 2.60384  -1.428
C: -2.51104 2.41282 1.71111  -0.301
C: -1.32389 2.93375 2.42420  -0.750
C: -0.84688 2.29617 3.51124  0.428
C: -1.70658 2.38290 4.76428  -1.056
C: -2.12271 0.99700 5.33243  -0.650
C: 2.18211 0.21583 1.21708  -1.052
H: -2.49313 -1.03038 4.66210  0.245
H: -3.45808 -0.56949 2.55519  1.061
H: -3.96354 2.26805 3.39475  0.425
H: -4.37471 1.43099 1.91326  0.441
H: -2.16576 1.78206 0.86975  -0.063
H: -3.04300 3.26616 1.26644  0.448
H: -0.67211 3.64344 1.90870  0.408
H: 0.19280 1.96720 3.58120  0.044
H: -2.64412 2.93833 4.52806  0.334
H: -1.19583 2.99647 5.55947  0.415
H: -1.35299 0.64310 6.02419  0.293
H: -2.96161 1.13833 6.03910  0.465
H: 2.40026 -0.15177 2.24314  0.681
H: 1.47969 1.07324 1.35361  0.082
H: 3.08234 0.60554 0.74425  0.416
P: -0.09436 -1.65520 -2.45539  0.642
P: 1.31210 0.61763 -2.01562  0.128
C: -1.00211 -0.18519 -2.98220  -0.230
C: -0.35336 0.95990 -2.67560  -1.207
C: -0.50187 -2.68551 -4.02327  0.641
C: -1.48254 -2.36937 -4.99720  -0.380
C: -1.76778 -3.25331 -6.05427  -0.663
C: -1.02078 -4.42654 -6.22663  -0.381
C: 0.06082 -4.66343 -5.35662  -0.690
C: 0.33857 -3.78726 -4.29365  -0.230
C: -1.21095 -1.86770 -1.01726  1.224
C: -1.35781 -0.93388 0.08247  -0.446
C: -1.80277 -1.54586 1.28949  -1.669
C: -2.70527 -2.61880 1.22070  -0.678
C: -2.84753 -3.30162 -0.00099  -0.828
C: -1.99337 -3.01496 -1.07200  -0.832
C: 2.15488 0.85084 -3.75764  0.339
C: 1.93903 -0.06353 -4.81465  -0.066
C: 2.34421 0.22168 -6.12566  -0.726
C: 3.01776 1.42026 -6.42196  -0.446
C: 3.28718 2.30834 -5.37845  -0.797
C: 2.85695 2.02480 -4.07557  -0.267
C: 1.77553 2.27104 -1.32228  1.043
C: 3.10049 2.47999 -0.87777  -0.246
C: 3.48590 3.71058 -0.33058  -0.822
C: 2.56102 4.75893 -0.22743  -0.577
C: 1.25933 4.56646 -0.70247  -0.733
C: 0.86851 3.32693 -1.21899  -0.308
H: -1.97882 -0.30646 -3.45869  0.682
H: -0.72118 1.97341 -2.83145  0.671
H: -2.03507 -1.42561 -4.98222  0.243
H: -2.57089 -3.02280 -6.76824  0.380
H: -1.25277 -5.13764 -7.03296  0.371
H: 0.70319 -5.53114 -5.52201  0.372
H: 1.22295 -3.94021 -3.66251  0.376
H: -1.12330 0.17095 -0.03171  0.323
H: -1.70668 -1.00988 2.24692  1.286
H: -3.31944 -2.94141 2.08473  0.550
H: -3.59756 -4.08670 -0.11722  0.408
H: -1.93399 -3.64824 -1.96820  0.493
H: 1.44158 -1.02081 -4.63001  0.287
H: 2.13840 -0.47749 -6.93844  0.416
H: 3.34378 1.64668 -7.44046  0.367
H: 3.81783 3.24507 -5.57988  0.393
H: 3.09376 2.75259 -3.29845  0.237
H: 3.83074 1.67165 -0.96819  0.529
H: 4.51081 3.84133 0.02224  0.418
H: 2.85848 5.70885 0.21746  0.380
H: 0.54592 5.39015 -0.67760  0.398
H: -0.15604 3.22925 -1.57167  0.071
C: 1.20136 -3.21860 2.26592  -0.808
C: 0.91634 -2.45012 3.48487  0.458
C: 0.44659 -2.88208 4.76194  -1.178
C: 0.56686 -1.75043 5.61006  -0.900
C: 1.08560 -0.70015 4.79904  0.638
C: 1.57280 0.62413 5.19882  -1.278
N: 1.18785 -1.12681 3.51576  0.111
H: 1.43950 -4.25153 2.57590  0.477
H: 2.10740 -2.78400 1.79302  0.089
H: 0.32073 -3.24888 1.59748  0.005
H: 0.14568 -3.90832 4.97429  0.419
H: 0.34445 -1.63517 6.65865  0.448
H: 2.37893 0.51866 5.94452  0.430
H: 2.00214 1.09960 4.31302  0.236
H: 0.77215 1.27058 5.58308  0.092

## Properties
energy above the lowest of the compared OMol25 structures with the same formula, charge and spin: 1.318 eV
E_HOMO (spin up / spin down): -5.1 / -5.1 eV
expectation value of S²: 3.801
spin multiplicity: 4



Formula: C2HClF2NO2
Source: OMol25
Level of theory: wB97M-V/def2-TZVPD

Last column: Mulliken charge in e.
Geometry (Å):
C: -0.28581 1.91929 0.56140  0.836
C: 0.11014 -1.27557 -0.49044  0.616
N: 0.95564 1.84034 0.63791  -0.614
O: 0.08254 0.96894 1.61514  -0.529
O: -1.33299 2.18272 0.02223  -0.657
F: -1.12824 -1.45690 -1.16637  -0.248
F: 0.25276 -2.42773 0.28911  -0.257
Cl: 1.33710 -1.22629 -1.73771  -0.146
H: 0.00887 -0.52480 0.26872  0.000

## Properties
energy above the lowest of the compared OMol25 structures with the same formula, charge and spin: 3.579 eV
charge: -1
E_HOMO: -3.8 eV